P | Here is 8 unconnected molecules or ions with the total composition C32H56N8 from OMol25. Energies are from ωB97M-V with the def2-TZVPD basis set.

Cartesian coordinates (Å):
C (1.725, -1.295, -1.114)
C (0.636, -0.208, -1.065)
C (-0.819, -0.630, -1.323)
C (-0.895, -1.467, -2.551)
N (-0.939, -2.078, -3.545)
H (1.870, -1.638, -2.138)
H (1.427, -2.163, -0.525)
H (2.712, -0.935, -0.824)
H (0.910, 0.651, -1.678)
H (0.587, 0.228, -0.067)
H (-1.559, 0.163, -1.438)
H (-1.263, -1.249, -0.544)
C (-4.752, -3.529, -3.280)
C (-3.727, -2.880, -2.300)
C (-4.034, -3.335, -0.847)
C (-5.188, -2.725, -0.195)
N (-6.119, -2.260, 0.309)
H (-5.780, -3.331, -2.977)
H (-4.664, -4.615, -3.239)
H (-4.729, -3.189, -4.316)
H (-3.689, -1.799, -2.435)
H (-2.770, -3.334, -2.560)
H (-3.170, -3.075, -0.236)
H (-4.172, -4.415, -0.907)
C (-3.646, 5.548, -2.635)
C (-3.063, 4.182, -3.084)
C (-1.811, 3.628, -2.368)
C (-1.175, 2.507, -3.059)
N (-0.668, 1.669, -3.637)
H (-2.943, 6.292, -3.009)
H (-3.777, 5.639, -1.557)
H (-4.554, 5.781, -3.190)
H (-2.700, 4.380, -4.093)
H (-3.895, 3.478, -3.098)
H (-2.050, 3.395, -1.331)
H (-1.129, 4.479, -2.349)
C (-1.186, 4.138, 2.393)
C (-1.829, 2.960, 3.270)
C (-0.848, 1.934, 3.817)
C (0.267, 1.653, 2.816)
N (1.114, 1.484, 2.079)
H (-1.930, 4.316, 1.616)
H (-0.331, 3.806, 1.803)
H (-0.942, 5.046, 2.946)
H (-2.434, 2.354, 2.596)
H (-2.544, 3.287, 4.025)
H (-1.334, 0.959, 3.824)
H (-0.425, 2.332, 4.740)
C (-8.140, 2.926, 2.196)
C (-6.689, 2.589, 1.765)
C (-6.524, 1.708, 0.461)
C (-5.150, 1.169, 0.262)
N (-4.069, 0.804, 0.060)
H (-8.255, 3.630, 3.020)
H (-8.691, 2.031, 2.485)
H (-8.642, 3.228, 1.277)
H (-5.984, 2.308, 2.547)
H (-6.160, 3.517, 1.548)
H (-6.635, 2.323, -0.432)
H (-7.222, 0.876, 0.374)
C (4.634, 0.951, 5.233)
C (4.335, -0.291, 4.465)
C (4.208, 0.013, 2.923)
C (4.100, -1.109, 1.970)
N (4.058, -2.054, 1.244)
H (3.984, 1.760, 4.899)
H (5.661, 1.310, 5.293)
H (4.407, 0.803, 6.289)
H (3.366, -0.639, 4.823)
H (4.972, -1.151, 4.671)
H (5.118, 0.557, 2.667)
H (3.430, 0.734, 2.671)
C (7.045, 1.351, 0.906)
C (7.079, -0.186, 0.788)
C (6.640, -0.641, -0.604)
C (6.943, -2.065, -0.889)
N (7.130, -3.209, -1.057)
H (6.079, 1.701, 0.543)
H (7.951, 1.692, 0.404)
H (7.062, 1.536, 1.981)
H (6.597, -0.630, 1.660)
H (8.061, -0.645, 0.901)
H (7.087, -0.038, -1.394)
H (5.563, -0.554, -0.742)
C (2.789, -6.363, -2.924)
C (2.513, -5.213, -1.978)
C (3.778, -4.488, -1.662)
C (4.516, -3.851, -2.734)
N (5.105, -3.288, -3.521)
H (3.577, -7.080, -2.692)
H (2.823, -6.130, -3.989)
H (1.888, -6.967, -2.823)
H (2.076, -5.610, -1.062)
H (1.760, -4.579, -2.446)
H (4.498, -5.152, -1.183)
H (3.565, -3.721, -0.917)

Computed properties:
* frontier orbital gap: 10.59 eV
* net charge: 0
* SMILES: CCCC#N.CCCC#N.CCCC#N.CCCC#N.CCCC#N.CCCC#N.CCCC#N.CCCC#N
* 2S+1: 1

Q | Here is 8 unconnected molecules or ions with the total composition C32H56N8 from OMol25. Energies are from ωB97M-V with the def2-TZVPD basis set.

Cartesian coordinates (Å):
C (5.822, 0.289, -3.559)
C (5.335, 1.144, -2.361)
C (4.027, 1.892, -2.651)
C (2.871, 1.057, -2.364)
N (1.974, 0.356, -2.190)
H (6.492, 0.856, -4.203)
H (4.986, -0.151, -4.097)
H (6.427, -0.535, -3.170)
H (6.113, 1.854, -2.083)
H (5.218, 0.452, -1.527)
H (3.950, 2.178, -3.703)
H (3.999, 2.818, -2.077)
C (-9.918, 0.732, 0.442)
C (-8.541, 0.653, 1.112)
C (-7.696, 1.894, 0.818)
C (-6.273, 1.738, 1.101)
N (-5.155, 1.636, 1.316)
H (-9.835, 0.389, -0.592)
H (-10.328, 1.741, 0.405)
H (-10.620, 0.086, 0.963)
H (-8.024, -0.225, 0.718)
H (-8.674, 0.459, 2.177)
H (-8.050, 2.761, 1.382)
H (-7.836, 2.150, -0.235)
C (1.532, -2.350, -4.301)
C (2.487, -2.864, -3.228)
C (1.773, -3.458, -2.016)
C (1.279, -4.804, -2.317)
N (0.894, -5.854, -2.552)
H (1.247, -3.151, -4.989)
H (1.958, -1.544, -4.900)
H (0.603, -1.949, -3.892)
H (3.088, -2.009, -2.904)
H (3.207, -3.579, -3.631)
H (0.930, -2.850, -1.707)
H (2.489, -3.609, -1.209)
C (-2.024, -0.180, 0.081)
C (-1.146, 0.604, 1.047)
C (0.362, 0.538, 0.745)
C (0.936, -0.799, 0.742)
N (1.434, -1.818, 0.603)
H (-3.056, 0.138, 0.229)
H (-1.972, -1.253, 0.273)
H (-1.768, -0.023, -0.969)
H (-1.387, 0.409, 2.090)
H (-1.400, 1.663, 0.901)
H (0.893, 1.222, 1.405)
H (0.516, 0.899, -0.277)
C (4.953, -2.634, 0.422)
C (5.876, -3.638, 1.107)
C (5.227, -5.005, 1.282)
C (4.067, -5.009, 2.160)
N (3.144, -5.017, 2.843)
H (4.959, -2.784, -0.665)
H (5.294, -1.598, 0.530)
H (3.932, -2.647, 0.800)
H (6.124, -3.236, 2.096)
H (6.832, -3.743, 0.596)
H (5.962, -5.737, 1.626)
H (4.890, -5.403, 0.316)
C (-1.417, 5.496, -2.170)
C (-0.271, 4.536, -2.412)
C (-0.750, 3.088, -2.591)
C (-0.099, 2.402, -3.691)
N (0.461, 1.884, -4.549)
H (-2.083, 5.155, -1.373)
H (-2.018, 5.672, -3.065)
H (-1.053, 6.475, -1.853)
H (0.387, 4.591, -1.542)
H (0.304, 4.909, -3.258)
H (-1.829, 3.080, -2.759)
H (-0.577, 2.542, -1.663)
C (3.602, 2.188, 1.000)
C (3.424, 3.065, 2.213)
C (3.695, 4.534, 1.878)
C (2.588, 5.256, 1.256)
N (1.736, 5.813, 0.724)
H (2.889, 2.485, 0.221)
H (3.488, 1.113, 1.141)
H (4.587, 2.327, 0.539)
H (4.108, 2.764, 3.007)
H (2.414, 2.998, 2.620)
H (4.558, 4.653, 1.216)
H (3.969, 5.060, 2.798)
C (-6.223, -3.014, 5.771)
C (-5.341, -3.553, 4.636)
C (-4.570, -2.401, 3.976)
C (-3.997, -2.729, 2.676)
N (-3.570, -2.973, 1.641)
H (-5.620, -2.363, 6.405)
H (-6.575, -3.855, 6.364)
H (-7.074, -2.456, 5.384)
H (-5.947, -4.044, 3.877)
H (-4.636, -4.239, 5.101)
H (-3.761, -2.102, 4.651)
H (-5.195, -1.511, 3.871)

Computed properties:
* frontier orbital gap: 10.96 eV
* net charge: 0
* SMILES: CCCC#N.CCCC#N.CCCC#N.CCCC#N.CCCC#N.CCCC#N.CCCC#N.CCCC#N
* 2S+1: 1

Short version: P is the least stable of them.

P | Here is a gas-phase ion, C5H8NO (charge +1) from OMol25. Energies are from ωB97M-V with the def2-TZVPD basis set.

Cartesian coordinates (Å):
C (-0.013, 1.373, 1.135)
C (0.429, 0.680, -0.079)
C (-0.562, 0.703, 2.150)
C (0.570, -0.730, -0.268)
C (0.224, -1.301, -1.815)
N (1.967, -1.312, -0.258)
O (2.948, -0.703, -0.493)
H (0.406, 2.378, 1.063)
H (0.748, 1.346, -0.878)
H (-0.836, 1.115, 3.131)
H (-0.774, -0.330, 1.944)
H (-0.039, -1.353, 0.291)
H (0.856, -2.174, -1.846)
H (0.458, -0.637, -2.631)
H (-0.844, -1.397, -1.523)

Computed properties:
* frontier orbital gap (spin up / spin down): 6.82 / 6.82 eV
* net charge: +1
* 2S+1: 1

Q | Here is a gas-phase ion, C5H8NO (charge +1) from OMol25. Energies are from ωB97M-V with the def2-TZVPD basis set.

Cartesian coordinates (Å):
C (-2.072, -0.456, 1.279)
C (-0.831, 0.807, -0.271)
C (-0.980, -1.358, 1.215)
C (0.416, 0.178, 0.206)
C (1.540, 0.127, -0.808)
N (-2.042, 0.342, 0.264)
O (0.164, -1.228, 0.711)
H (-2.968, -0.706, 1.933)
H (-0.847, 1.853, -0.021)
H (-0.785, 0.773, -1.354)
H (-1.266, -2.459, 1.442)
H (0.894, 0.540, 1.180)
H (1.290, -0.296, -1.779)
H (2.288, -0.581, -0.496)
H (2.090, 1.055, -0.832)

Computed properties:
* frontier orbital gap: 8.97 eV
* net charge: +1
* 2S+1: 1

Short version: P is the least stable of them.

P | Here is a gas-phase ion, C5H8NO (charge +1) from OMol25. Energies are from ωB97M-V with the def2-TZVPD basis set.

Cartesian coordinates (Å):
C (0.298, -1.058, -1.834)
C (0.708, -0.145, -0.779)
C (1.490, -0.535, 0.457)
N (0.083, -0.098, 0.549)
C (-0.730, 0.650, 1.268)
C (-1.844, 1.480, 1.359)
O (-0.968, 1.024, 2.529)
H (-0.372, -0.780, -2.610)
H (-0.172, -1.989, -1.505)
H (1.115, -1.441, -2.428)
H (0.839, 0.912, -1.172)
H (1.648, -1.652, 0.688)
H (2.265, 0.092, 0.832)
H (-1.557, 2.467, 1.063)
H (-2.803, 1.072, 1.584)

Computed properties:
* frontier orbital gap: 11.84 eV
* net charge: +1
* SMILES: C[C@@H]1C/[N+]1=C1/CO1
* 2S+1: 1

Q | Here is a gas-phase ion, C5H8NO (charge +1) from OMol25. Energies are from ωB97M-V with the def2-TZVPD basis set.

Cartesian coordinates (Å):
C (0.599, -0.627, 1.730)
N (0.281, -0.257, 0.410)
C (-0.963, 0.698, 0.020)
O (-1.656, 1.114, 1.044)
C (-0.820, 0.914, -1.323)
C (0.124, 0.101, -1.845)
C (0.874, -0.558, -0.790)
H (1.547, -0.312, 2.116)
H (0.715, -1.821, 1.709)
H (-0.169, -0.471, 2.447)
H (-2.548, 1.420, 1.018)
H (-1.626, 1.465, -1.825)
H (0.554, -0.181, -2.818)
H (1.302, -1.570, -0.902)
H (1.786, 0.084, -0.994)

Computed properties:
* frontier orbital gap: 8.97 eV
* net charge: +1
* SMILES: C[N+]1=C(O)C=CC1
* 2S+1: 1

R | Here is a gas-phase ion, C5H8NO (charge +1) from OMol25. Energies are from ωB97M-V with the def2-TZVPD basis set.

Cartesian coordinates (Å):
C (2.022, 2.577, 0.207)
N (1.978, 1.428, -0.004)
O (1.781, 0.293, -0.413)
C (0.284, -0.542, -0.251)
C (0.578, -1.821, 0.416)
C (-0.757, 0.248, 0.392)
C (-1.577, 1.172, -0.204)
H (2.272, 3.574, 0.269)
H (0.232, -0.791, -1.336)
H (0.455, -1.622, 1.473)
H (1.556, -2.312, 0.146)
H (-0.223, -2.608, 0.180)
H (-0.980, 0.071, 1.478)
H (-1.411, 1.428, -1.246)
H (-2.298, 1.620, 0.361)

Computed properties:
* frontier orbital gap: 10.17 eV
* net charge: +1
* SMILES: C#[N+]O[C@@H](C)C=C
* 2S+1: 1

Short version: R is the least stable of them.

P | Here is a single C9H8O4 molecule from OMol25. Energies are from ωB97M-V with the def2-TZVPD basis set.

Cartesian coordinates (Å):
O (-0.155, 2.499, 0.097)
C (1.006, 2.161, 0.059)
C (1.473, 0.791, 0.110)
C (2.866, 0.540, -0.134)
C (3.407, -0.688, -0.276)
C (2.552, -1.794, -0.141)
C (1.206, -1.615, 0.163)
C (0.681, -0.316, 0.240)
O (-0.647, -0.140, 0.496)
C (-1.610, -1.127, 0.162)
C (-2.929, -0.414, -0.175)
O (-4.044, -0.885, -0.162)
O (-2.689, 0.915, -0.362)
H (1.825, 2.943, -0.071)
H (3.488, 1.416, -0.303)
H (4.448, -0.840, -0.578)
H (2.929, -2.817, -0.281)
H (0.622, -2.522, 0.338)
H (-1.331, -1.732, -0.699)
H (-1.810, -1.815, 0.957)
H (-1.808, 1.037, 0.034)

Computed properties:
* frontier orbital gap: 9.39 eV
* net charge: 0
* SMILES: O=Cc1ccccc1OCC(=O)O
* 2S+1: 1

Q | Here is a single C9H8O4 molecule from OMol25. Energies are from ωB97M-V with the def2-TZVPD basis set.

Cartesian coordinates (Å):
O (2.503, -2.140, 1.762)
C (2.190, -1.228, 0.835)
C (3.357, -0.355, 0.015)
C (3.048, 1.083, -0.354)
C (1.554, 1.643, 0.151)
O (1.351, 2.873, 0.637)
C (0.321, 0.524, -0.009)
C (-1.111, 1.103, -0.556)
C (-2.288, -0.059, -0.727)
C (-2.885, -0.592, 0.714)
O (-3.268, 0.220, 1.706)
O (-2.959, -2.072, 0.888)
C (0.625, -0.890, 0.349)
H (4.384, -0.802, -0.330)
H (3.799, 1.767, -0.950)
H (-1.495, 2.059, 0.038)
H (-0.908, 1.493, -1.666)
H (-1.918, -0.918, -1.437)
H (-3.187, 0.498, -1.281)
H (-2.917, -2.489, -0.044)
H (-0.197, -1.718, 0.258)

Computed properties:
* frontier orbital gap: 8.46 eV
* net charge: 0
* SMILES: O=C1C=CC(=O)C(CCC(=O)O)=C1
* 2S+1: 1

Short version: Q is the least stable of them.